(1)
Computed, not measured: C4H7NO2 in the gas phase, with ωB97M-V with the def2-TZVPD basis set.

Cartesian coordinates (Å):
C1 -1.0055 0.1447 -0.5720
C2 -0.6082 0.4633 0.8483
N1 -1.3247 1.0064 1.7361
O1 0.6798 0.1743 1.1988
C3 1.4485 -0.6748 0.3744
C4 1.5002 -0.2987 -1.1073
O2 1.8315 0.7912 -1.5018
H1 -1.9705 0.5721 -0.8213
H2 -0.3061 0.6117 -1.2646
H3 -1.0470 -0.9400 -0.7435
H4 -2.2401 1.2148 1.3431
H5 2.4778 -0.5699 0.7277
H6 1.1422 -1.7236 0.4898
H7 1.2102 -1.1110 -1.8091

The calculation puts the LUMO energy at 0.4 eV. As for the HOMO energy: -0.369 hartree. The electronic energy is -361.79937 Eh. As for the spin multiplicity: 1. The energy above the lowest of the compared OMol25 structures with the same formula, charge and spin is 213.9 kJ/mol. The total charge is 0. Its SMILES is [H]/N=C(\C)OCC=O.

Results of the Löwdin charge analysis, in e, for atoms 1 through 8: -0.013 -0.468 0.154 -0.025 -0.148 -0.277 0.067 0.090


(2)
Computed, not measured: a molecular structure, C32H27As2CoF5N2O8Se, with ωB97M-V with the def2-TZVPD basis set.

Cartesian coordinates (Å):
Co1 0.5775 -0.6213 -1.4435
C1 -2.6976 -4.9182 -2.9073
C2 -3.5108 -3.9004 -2.4262
C3 -2.9963 -2.6265 -2.2392
C4 -1.6606 -2.3944 -2.5271
C5 -0.8304 -3.4022 -2.9916
C6 -1.3614 -4.6672 -3.1938
N1 -1.1044 -1.0822 -2.3539
N2 -1.8028 -0.1468 -2.7883
C7 -1.1483 1.0955 -2.6384
C8 -1.8029 2.2380 -3.0765
C9 -1.1603 3.4551 -2.9357
C10 0.1087 3.4903 -2.3660
C11 0.7450 2.3322 -1.9285
C12 0.1306 1.0951 -2.0624
H1 -3.1067 -5.9077 -3.0641
H2 -4.5502 -4.0959 -2.1978
H3 -3.6079 -1.8179 -1.8638
H4 0.2097 -3.1889 -3.2004
H5 -0.7289 -5.4599 -3.5722
H6 -2.7928 2.1606 -3.5078
H7 -1.6414 4.3691 -3.2560
H8 0.6109 4.4443 -2.2551
H9 1.7209 2.4093 -1.4695
C13 -3.8167 0.4908 0.2593
O1 -2.5563 -0.2028 0.1950
C14 -1.4780 0.5975 0.2973
O2 -1.5584 1.7952 0.3819
C15 -0.1949 -0.2045 0.3131
C16 -0.3142 -1.4557 1.0665
As1 -1.2063 -1.5957 2.7660
C17 0.2401 -2.4050 3.8358
C18 -0.9425 0.2844 3.3438
C19 -0.0598 1.1681 2.8695
As2 1.1023 0.9886 1.2556
C20 2.4336 -0.2745 1.9798
C21 -0.0762 2.5386 3.4846
O3 -0.6932 2.8324 4.4792
O4 0.7041 3.3967 2.8244
C22 0.7051 4.7422 3.3226
C23 -2.0806 0.6540 4.2751
O5 -3.1421 0.9484 3.8004
O6 -1.9644 0.4483 5.5932
C24 -0.6805 0.1907 6.1660
C25 0.2033 -2.6122 0.3977
O7 0.7555 -2.5140 -0.7122
O8 0.0589 -3.7847 0.9987
C26 0.5206 -4.9354 0.2641
H10 -4.5741 -0.2729 0.1072
H11 -3.8676 1.2500 -0.5191
H12 -3.9281 0.9558 1.2377
H13 -0.1903 -2.7768 4.7636
H14 1.0263 -1.6853 4.0462
H15 0.6427 -3.2465 3.2771
H16 2.6375 0.0197 3.0094
H17 3.3379 -0.1713 1.3843
H18 2.1204 -1.3161 1.9653
H19 1.1592 5.3420 2.5405
H20 1.2945 4.7990 4.2365
H21 -0.3107 5.0711 3.5263
H22 -0.7921 0.3853 7.2285
H23 0.0745 0.8563 5.7569
H24 -0.3966 -0.8505 6.0182
H25 0.3029 -5.7849 0.9025
H26 1.5892 -4.8536 0.0760
H27 -0.0166 -5.0090 -0.6787
F1 4.7294 4.1725 -4.7264
C27 4.3109 3.1000 -4.0585
C28 4.7761 2.8510 -2.7801
F2 5.6444 3.6909 -2.2141
C29 4.3285 1.7331 -2.0971
F3 4.7941 1.5482 -0.8563
C30 3.4187 0.8450 -2.6475
Se1 2.8621 -0.7096 -1.6871
C31 2.9779 1.1154 -3.9350
F4 2.1197 0.3044 -4.5570
C32 3.4091 2.2257 -4.6390
F5 2.9614 2.4594 -5.8728

The calculation puts the LUMO energy (spin up / spin down) at -1.0 / -1.9 eV. Its expectation value of S² is 0.79. As for the HOMO energy (spin up / spin down): -0.298 / -0.313 hartree. The electronic energy is -10701.98527 Eh. As for the spin multiplicity: 2. The energy above the lowest of the compared OMol25 structures with the same formula, charge and spin is 0.0 kJ/mol. The total charge is 0.

Results of the Löwdin charge analysis, in e, for atoms 1 through 8: 0.220 -0.083 -0.068 -0.011 -0.221 -0.031 -0.084 0.010